Record 1
9
Properties=species:S:1:pos:R:3:mulliken_charge:R:1 method="wB97M-V/def2-TZVPD" homo_ha="-0.28405 / -0.38015" spin_multiplicity=3 relative_energy_kj_mol=0.0 s_squared=2.01 homo_lumo_gap_ev="8.36 / 6.90"
C 1.5573 0.8597 -0.9751 -0.48
N -0.9986 0.4125 0.4535 -0.29
F 1.1532 0.3892 1.6773 -0.27
F -2.0494 -1.4010 1.6579 -0.26
F -1.5450 -1.8760 -0.6321 -0.30
P 0.5234 0.2551 0.1834 0.47
P -2.2738 -0.6332 0.2311 0.49
H 2.6731 0.8912 -0.7292 0.31
H 0.9599 1.1026 -1.8666 0.33

Record 2
8
Properties=species:S:1:pos:R:3:mulliken_charge:R:1 method="wB97M-V/def2-TZVPD" homo_ha="-0.35750 / -0.35753" relative_energy_kj_mol=777.3 homo_lumo_gap_ev="8.42 / 8.42"
C -0.7156 -0.2772 -1.5033 -0.57
S 0.4094 -0.0044 0.2714 0.85
F 1.1872 -1.3988 0.3433 -0.18
F 1.9574 0.6680 -0.1973 -0.32
N -0.4967 0.1962 1.4694 -0.14
F -0.4385 0.1029 2.8585 -0.12
H -1.6865 0.2690 -1.1109 0.22
H -0.2167 0.4444 -2.1311 0.25

Record 3
12
Properties=species:S:1:pos:R:3:mulliken_charge:R:1 method="wB97M-V/def2-TZVPD" homo_ha="-0.23509 / -0.37579" spin_multiplicity=4 s_squared=3.76 homo_lumo_gap_ev="4.93 / 6.64"
Pd 0.7369 -2.6018 -0.2425 1.03
O -0.1068 -1.7182 0.9969 -0.85
S -0.2900 -0.4387 -0.1536 1.31
O -1.7492 -0.3091 -0.2107 -0.61
O 0.3957 -1.2621 -1.2227 -0.77
C 0.1988 1.1818 -0.9777 0.63
F -0.1866 1.1869 -2.2455 -0.24
F -0.3877 2.2263 -0.3949 -0.22
F 1.5177 1.3261 -0.9280 -0.26
O 0.1689 0.3483 1.6600 -0.75
H -0.2170 1.2339 1.6543 0.28
H -0.0807 -1.1734 2.0646 0.46

Record 4
8
Properties=species:S:1:pos:R:3:mulliken_charge:R:1 method="wB97M-V/def2-TZVPD" homo_ha="-0.35897 / -0.36814" relative_energy_kj_mol=168.5 homo_lumo_gap_ev="8.17 / 7.07"
C -0.4911 -0.6885 -1.2403 -0.21
O -0.9471 1.2833 1.7008 -0.41
O 1.0597 1.9597 0.4058 -0.41
F -0.1678 -1.9131 -0.6813 -0.19
S 0.2509 0.9055 0.9975 0.61
I 1.6974 -0.5854 2.4304 0.08
H -1.5960 -0.5600 -1.4668 0.27
H 0.1940 -0.4015 -2.1460 0.27

Record 5
7
Properties=species:S:1:pos:R:3:mulliken_charge:R:1 method="wB97M-V/def2-TZVPD" charge=+2 homo_ha="-0.63336 / -0.74738" spin_multiplicity=5 s_squared=6.01 homo_lumo_gap_ev="6.75 / 9.89"
C -0.5253 0.4735 0.0526 -0.24
O 1.0769 -0.5008 0.6492 -0.87
Nd 2.2005 0.9427 -0.5716 1.69
Li 0.3728 -2.0227 -0.2567 0.94
F -1.1363 -0.8209 -0.2986 -0.29
H -1.1347 1.1021 -0.6149 0.43
H -0.8539 0.8261 1.0401 0.35

Record 6
8
Properties=species:S:1:pos:R:3:mulliken_charge:R:1 method="wB97M-V/def2-TZVPD" charge=-1 homo_ha=-0.15347 relative_energy_kj_mol=213.6 homo_lumo_gap_ev=7.96
C -0.0528 0.6743 -0.7783 -0.04
N 0.0274 -0.5846 -0.9281 -0.42
N 0.2479 -1.1455 0.9378 0.32
O 0.4633 -0.1845 1.6484 -0.50
F -1.4472 1.4182 -0.8222 -0.50
S 0.1196 -2.6200 1.2753 -0.32
H 0.3669 1.3432 -1.4968 0.22
H 0.2749 1.0988 0.1638 0.23